No. 1
{
  "formula": "C4H11N2",
  "method": "ωB97M-V/def2-TZVPD",
  "homo_lumo_gap_ev": 10.42,
  "total_charge": 1,
  "mol_weight_g_mol": 87.146,
  "spin_multiplicity": 1,
  "e_above_lowest_kcal_mol": 52.0,
  "species": ["N", "N", "C", "C", "C", "C", "H", "H", "H", "H", "H", "H", "H", "H", "H", "H", "H"],
  "xyz": [[1.90, -1.89, 0.68], [0.56, -0.14, -0.38], [-1.22, 1.62, -0.47], [-1.39, 1.54, 1.05], [-0.69, 0.22, -1.02], [0.97, -1.42, -0.05], [2.03, -1.46, 1.62], [-2.15, 1.77, -0.93], [-1.49, -0.58, -0.71], [-0.63, 2.41, -1.01], [-0.63, 0.28, -2.17], [-0.34, 1.65, 1.36], [-1.80, 0.54, 1.51], [2.25, -2.81, 0.67], [-2.05, 2.30, 1.50], [1.16, 0.65, -0.43], [0.46, -2.32, -0.60]]
}

=====

No. 2
{
  "formula": "C7H13N3O5",
  "method": "ωB97M-V/def2-TZVPD",
  "homo_lumo_gap_ev": 9.84,
  "mol_weight_g_mol": 219.197,
  "spin_multiplicity": 1,
  "e_above_lowest_kcal_mol": 117.3,
  "species": ["O", "O", "O", "O", "O", "N", "N", "N", "C", "C", "C", "C", "C", "C", "C", "H", "H", "H", "H", "H", "H", "H", "H", "H", "H", "H", "H", "H"],
  "xyz": [[-2.49, -0.65, 3.33], [0.85, 1.38, -2.60], [2.22, 0.35, 0.28], [-1.54, -2.56, -0.84], [-0.23, -1.25, -2.11], [2.46, 3.21, 0.26], [-1.81, -2.66, 2.16], [0.10, 0.47, -0.13], [1.95, 2.28, -2.06], [-1.61, -0.48, 1.14], [1.24, 0.94, -0.06], [1.42, 2.33, -0.68], [-0.28, -0.80, 0.40], [-1.93, -1.35, 2.45], [-0.66, -1.68, -0.87], [-2.09, -3.64, 2.65], [1.17, 1.02, -3.44], [-1.62, -2.84, 1.16], [0.25, 2.71, -0.68], [0.61, -1.32, 0.92], [2.85, 1.84, -2.20], [-1.36, 0.53, 1.62], [1.72, 3.33, -2.44], [3.23, 2.56, 0.71], [1.72, 3.25, 1.22], [-2.51, -0.61, 0.66], [0.33, -0.38, -1.93], [-0.60, 0.79, -0.77]]
}

=====

No. 3
{
  "formula": "C20H21Cl3N2O4S3Tl",
  "method": "ωB97M-V/def2-TZVPD",
  "homo_lumo_gap_ev": 6.98,
  "total_charge": -1,
  "mol_weight_g_mol": 760.341,
  "spin_multiplicity": 1,
  "e_above_lowest_kcal_mol": 0.0,
  "species": ["Tl", "Cl", "Cl", "Cl", "S", "S", "S", "O", "O", "O", "O", "N", "N", "C", "C", "C", "C", "C", "C", "C", "C", "C", "C", "C", "C", "C", "C", "C", "C", "C", "C", "C", "C", "H", "H", "H", "H", "H", "H", "H", "H", "H", "H", "H", "H", "H", "H", "H", "H", "H", "H", "H", "H", "H"],
  "xyz": [[-0.06, 0.65, -0.84], [-3.28, -2.67, -2.59], [-2.98, 1.12, 1.27], [-7.77, -0.30, -0.75], [1.59, -0.88, -3.04], [-0.07, -2.85, -4.64], [-1.80, -3.40, -6.97], [2.54, 1.36, 0.69], [0.17, 0.72, 2.14], [-1.92, -1.01, -0.61], [1.86, -1.15, 0.23], [0.19, -0.40, -5.29], [-0.62, -1.01, -6.25], [-1.26, 2.14, -8.10], [-3.18, -0.81, -0.63], [-1.84, 1.69, -9.27], [-2.03, 0.33, -9.45], [-5.41, -1.39, -1.55], [-5.27, 0.29, 0.15], [-4.04, -1.54, -1.51], [-1.65, -0.58, -8.47], [-3.89, 0.13, 0.17], [1.53, -2.52, 0.10], [1.24, 1.50, 2.66], [2.58, 1.10, 2.07], [3.22, -0.90, -0.06], [-6.03, -0.48, -0.71], [-1.06, -0.13, -7.29], [-0.87, 1.24, -7.12], [3.47, 0.62, -0.09], [0.01, -0.53, 2.77], [-0.88, -2.34, -6.08], [0.58, -1.23, -4.37], [-5.74, 1.01, 0.80], [-0.84, -1.02, 2.29], [3.37, 1.70, 2.55], [0.90, -1.17, 2.65], [-5.99, -1.99, -2.25], [3.85, -1.39, 0.69], [4.49, 0.82, 0.24], [2.77, 0.05, 2.27], [1.02, 2.53, 2.39], [-1.81, -1.64, -8.63], [-2.49, -0.04, -10.36], [0.45, -2.60, 0.22], [-1.11, 3.20, -7.94], [-0.41, 1.59, -6.20], [3.35, 0.99, -1.11], [3.47, -1.31, -1.04], [1.80, -2.90, -0.88], [2.03, -3.11, 0.88], [-2.15, 2.39, -10.04], [1.28, 1.41, 3.75], [-0.19, -0.41, 3.84]]
}

=====

No. 4
{
  "formula": "C4H9NO",
  "method": "ωB97M-V/def2-TZVPD",
  "homo_lumo_gap_ev": 10.75,
  "mol_weight_g_mol": 87.122,
  "spin_multiplicity": 1,
  "e_above_lowest_kcal_mol": 43.8,
  "species": ["O", "N", "C", "C", "C", "C", "H", "H", "H", "H", "H", "H", "H", "H", "H"],
  "xyz": [[-1.90, -1.09, 0.36], [0.26, -0.19, 0.73], [-2.41, 0.04, -0.32], [-0.53, -1.27, 0.18], [2.29, 1.14, 0.58], [1.30, 0.13, 0.08], [-2.26, 0.96, 0.26], [3.17, 0.62, 0.97], [-1.95, 0.16, -1.31], [-0.28, -2.19, 0.72], [2.63, 1.80, -0.23], [1.54, -0.34, -0.89], [1.86, 1.74, 1.39], [-0.31, -1.42, -0.90], [-3.49, -0.13, -0.45]]
}